Record 1
Entry from OMol25: a cluster of 2 separate species, C9H14 in total in a non-equilibrium geometry (ωB97M-V with the def2-TZVPD basis set).

```
23
Properties=species:S:1:pos:R:3
C 1.490 -2.764 0.131
C 0.281 -2.107 -0.449
C -1.007 -2.372 0.022
C -2.092 -1.671 -0.475
C -1.932 -0.611 -1.353
C -0.640 -0.384 -1.813
C 0.482 -0.971 -1.242
H 1.471 -3.021 1.197
H 2.386 -2.213 -0.144
H 1.649 -3.754 -0.322
H -1.150 -3.090 0.824
H -3.073 -1.826 -0.069
H -2.696 0.112 -1.580
H -0.437 0.452 -2.473
H 1.451 -0.494 -1.186
C 0.764 3.734 0.811
C 0.149 2.479 1.482
H 1.718 3.536 0.332
H 0.099 4.122 0.040
H 0.949 4.493 1.573
H 0.095 2.513 2.560
H 0.795 1.647 1.187
H -0.751 2.192 0.949
```

Properties
Max |F| in eV/Å: 2.1
Molar mass in g/mol: 122.2
Energy relative to the best compared isomer or geometry (same formula, charge and spin) in kJ/mol: 89.0
E_HOMO in Eh: -0.329
Spin multiplicity: 1
Structure (SMILES): Cc1ccccc1.CC

Formally, the Mulliken partial charges of the atoms, in units of the elementary charge, are as follows: number 1, C, carries -1.3450; number 2, C, carries 0.9139; number 3, C, carries -0.4851; number 4, C, carries -0.3735; number 5, C, carries -0.4181; number 6, C, carries -0.5325; number 7, C, carries -0.4424; number 8, H, carries 0.3300; number 9, H, carries 0.3416; number 10, H, carries 0.3106; number 11, H, carries 0.3538; number 12, H, carries 0.3578; number 13, H, carries 0.3928; number 14, H, carries 0.3284; number 15, H, carries 0.2677; number 16, C, carries -0.8425; number 17, C, carries -0.6523; number 18, H, carries 0.2645; number 19, H, carries 0.2748; number 20, H, carries 0.2647; number 21, H, carries 0.3315; number 22, H, carries 0.1529; number 23, H, carries 0.2065

=====

Record 2
Entry from OMol25: a cluster of 8 separate species, C13H42N4O8 in total in a non-equilibrium geometry (ωB97M-V with the def2-TZVPD basis set).

```
67
Properties=species:S:1:pos:R:3
N 0.501 -3.221 2.341
C 1.599 -3.885 2.084
N 2.570 -3.070 1.877
O 1.635 -5.243 2.013
H -0.290 -3.764 2.699
H 0.432 -2.224 2.504
H 3.530 -3.436 1.886
H 2.481 -2.089 1.738
N -2.557 0.298 0.363
C -3.185 -0.802 0.689
N -2.357 -1.763 0.664
O -4.519 -0.895 1.082
H -3.182 1.091 0.385
H -1.511 0.512 0.518
H -2.768 -2.688 0.700
H -1.433 -1.668 0.253
C 3.446 -0.989 -0.830
C 3.672 -0.143 0.450
O 2.609 -0.411 1.370
H 3.207 -2.023 -0.528
H 4.263 -1.020 -1.550
H 2.525 -0.708 -1.213
H 3.946 0.932 0.396
H 4.578 -0.533 0.897
H 2.787 -0.008 2.267
C -3.838 -0.627 -3.516
C -2.370 -0.721 -3.094
O -2.041 0.446 -2.343
H -4.403 -0.737 -2.610
H -4.039 -1.382 -4.244
H -4.138 0.234 -4.088
H -1.638 -0.761 -4.000
H -2.279 -1.544 -2.460
H -2.246 0.253 -1.384
C 1.628 3.131 1.500
C 0.562 3.001 2.622
O 1.147 2.600 3.864
H 2.413 3.930 1.768
H 1.057 3.490 0.720
H 2.158 2.219 1.264
H -0.184 2.229 2.436
H -0.064 3.919 2.854
H 0.494 2.842 4.589
C 0.680 -3.137 -2.525
C 0.924 -3.636 -1.096
O 0.350 -2.713 -0.284
H -0.409 -3.014 -2.712
H 1.156 -3.889 -3.204
H 1.124 -2.175 -2.655
H 1.976 -3.705 -0.826
H 0.450 -4.611 -0.972
H 0.464 -2.985 0.619
C -0.869 5.277 -0.166
C -1.711 4.065 -0.105
O -3.049 4.436 0.066
H 0.167 4.986 -0.112
H -0.868 5.986 0.621
H -1.017 5.775 -1.142
H -1.400 3.455 0.720
H -1.726 3.442 -1.021
H -3.542 3.633 0.142
C 0.419 0.779 -0.710
O 0.130 0.492 0.627
H -0.268 1.490 -1.155
H 0.538 -0.050 -1.368
H 1.361 1.336 -0.621
H 0.912 0.003 0.922
```

Properties
Max |F| in eV/Å: 8.6
Molar mass in g/mol: 382.5
Energy relative to the best compared isomer or geometry (same formula, charge and spin) in kJ/mol: 167.3
E_HOMO in Eh: -0.338
Spin multiplicity: 1
Structure (SMILES): NC(N)=O.NC(N)=O.CCO.CCO.CCO.CCO.CCO.CO

Formally, the Mulliken partial charges of the atoms, in units of the elementary charge, are as follows: number 1, N, carries -0.4255; number 2, C, carries 0.3634; number 3, N, carries -0.0529; number 4, O, carries -0.7361; number 5, H, carries 0.2150; number 6, H, carries 0.1270; number 7, H, carries 0.2436; number 8, H, carries 0.3009; number 9, N, carries -0.1056; number 10, C, carries 0.3427; number 11, N, carries -0.0329; number 12, O, carries -0.7761; number 13, H, carries 0.0016; number 14, H, carries 0.4809; number 15, H, carries 0.2678; number 16, H, carries 0.1307; number 17, C, carries -0.5075; number 18, C, carries -0.2953; number 19, O, carries -0.9159; number 20, H, carries 0.0240; number 21, H, carries 0.4372; number 22, H, carries -0.0810; number 23, H, carries 0.3510; number 24, H, carries 0.3911; number 25, H, carries 0.2663; number 26, C, carries -1.3146; number 27, C, carries 0.0798; number 28, O, carries -0.4887; number 29, H, carries 0.2800; number 30, H, carries 0.4327; number 31, H, carries 0.3018; number 32, H, carries 0.3106; number 33, H, carries 0.0578; number 34, H, carries 0.3341; number 35, C, carries 0.5100; number 36, C, carries -0.0672; number 37, O, carries -0.5890; number 38, H, carries 0.4047; number 39, H, carries -0.3706; number 40, H, carries -0.6410; number 41, H, carries 0.0376; number 42, H, carries 0.4187; number 43, H, carries 0.3416; number 44, C, carries -1.1107; number 45, C, carries -0.3463; number 46, O, carries -0.2935; number 47, H, carries 0.1392; number 48, H, carries 0.4125; number 49, H, carries 0.2338; number 50, H, carries 0.3484; number 51, H, carries 0.4404; number 52, H, carries 0.2871; number 53, C, carries -1.4140; number 54, C, carries 0.6406; number 55, O, carries -0.5856; number 56, H, carries 0.4344; number 57, H, carries 0.3678; number 58, H, carries 0.3361; number 59, H, carries -0.1174; number 60, H, carries 0.1167; number 61, H, carries 0.3223; number 62, C, carries -0.6027; number 63, O, carries -0.6224; number 64, H, carries 0.1367; number 65, H, carries -0.0823; number 66, H, carries 0.5556; number 67, H, carries 0.3504

=====

Record 3
Entry from OMol25: a cluster of 2 separate species, C4H5NO3S in total in a non-equilibrium geometry (ωB97M-V with the def2-TZVPD basis set).

```
14
Properties=species:S:1:pos:R:3
C -1.255 -0.472 0.827
C -1.098 0.561 -0.058
C -0.812 -1.719 0.239
C -0.410 0.033 -1.279
N -0.316 -1.426 -0.928
O 0.242 -2.236 -1.669
O 2.183 1.175 2.158
O 2.325 3.082 0.616
S 2.929 1.908 1.198
H -1.604 -0.590 1.782
H -1.118 1.655 -0.010
H -0.559 -2.628 0.778
H -1.142 0.341 -2.178
H 0.636 0.316 -1.476
```

Properties
Max |F| in eV/Å: 2.8
Molar mass in g/mol: 147.2
Energy relative to the best compared isomer or geometry (same formula, charge and spin) in kJ/mol: 334.4
E_HOMO (spin up / spin down) in Eh: -0.293 / -0.293
Spin multiplicity: 1

Formally, the Mulliken partial charges of the atoms, in units of the elementary charge, are as follows: number 1, C, carries -0.5671; number 2, C, carries -0.5012; number 3, C, carries -0.2386; number 4, C, carries -0.2943; number 5, N, carries 0.5695; number 6, O, carries -0.7024; number 7, O, carries -0.3302; number 8, O, carries -0.3684; number 9, S, carries 0.6959; number 10, H, carries 0.4573; number 11, H, carries 0.4072; number 12, H, carries 0.3816; number 13, H, carries 0.2395; number 14, H, carries 0.2511

=====

Record 4
Entry from OMol25: a structure of composition C3H2F3O2 in a non-equilibrium geometry (ωB97M-V with the def2-TZVPD basis set).

```
10
Properties=species:S:1:pos:R:3
C -1.515 -0.640 -1.579
C 0.490 0.050 1.263
C 1.535 0.546 0.634
O -1.952 -0.133 -2.555
O -0.862 -1.461 -1.045
F -2.313 0.151 -0.253
F 2.162 0.131 -0.560
F 2.226 1.646 0.974
H 0.268 0.453 2.246
H -0.039 -0.742 0.876
```

Properties
Total charge: -1
Max |F| in eV/Å: 2.8
Molar mass in g/mol: 127.0
Energy relative to the best compared isomer or geometry (same formula, charge and spin) in kJ/mol: 0.0
E_HOMO in Eh: -0.200
Spin multiplicity: 1

Formally, the Mulliken partial charges of the atoms, in units of the elementary charge, are as follows: number 1, C, carries 0.6996; number 2, C, carries -0.6177; number 3, C, carries 0.5388; number 4, O, carries -0.5439; number 5, O, carries -0.5562; number 6, F, carries -0.6000; number 7, F, carries -0.2391; number 8, F, carries -0.2432; number 9, H, carries 0.2189; number 10, H, carries 0.3427

=====

Record 5
Entry from OMol25: an isolated molecule of C4H5Cl in a non-equilibrium geometry (ωB97M-V with the def2-TZVPD basis set).

```
10
Properties=species:S:1:pos:R:3
C 1.564 -0.126 0.854
C -0.549 0.278 -0.526
C 0.782 -0.317 -0.217
C -1.673 -0.293 0.325
Cl -3.172 0.273 -0.052
H 0.998 0.148 1.771
H 2.597 -0.492 0.967
H -0.798 1.379 -0.492
H -0.859 0.101 -1.624
H 1.109 -0.951 -1.005
```

Properties
Max |F| in eV/Å: 3.2
Molar mass in g/mol: 88.5
Energy relative to the best compared isomer or geometry (same formula, charge and spin) in kJ/mol: 309.5
E_HOMO in Eh: -0.315
Spin multiplicity: 1

Formally, the Mulliken partial charges of the atoms, in units of the elementary charge, are as follows: number 1, C, carries -0.6682; number 2, C, carries -0.5866; number 3, C, carries 0.0239; number 4, C, carries -0.1246; number 5, Cl, carries -0.0571; number 6, H, carries 0.2474; number 7, H, carries 0.2585; number 8, H, carries 0.2988; number 9, H, carries 0.3200; number 10, H, carries 0.2878

=====

Record 6
Entry from OMol25: an isolated molecule of C6H6 in a non-equilibrium geometry (ωB97M-V with the def2-TZVPD basis set).

```
12
Properties=species:S:1:pos:R:3
C -1.490 -2.131 1.166
C -0.865 -1.010 0.642
C -0.248 0.143 0.099
C -0.436 1.403 -0.579
C 0.879 0.762 -0.442
C 2.180 0.768 -0.669
H -2.063 -2.857 0.700
H -1.444 -2.489 2.148
H -0.967 1.392 -1.637
H -0.842 2.320 0.034
H 2.568 1.736 -1.154
H 2.727 -0.037 -0.308
```

Properties
Max |F| in eV/Å: 8.0
Molar mass in g/mol: 78.1
Energy relative to the best compared isomer or geometry (same formula, charge and spin) in kJ/mol: 539.5
E_HOMO in Eh: -0.316
Spin multiplicity: 1
Structure (SMILES): C=C=C1CC1=C

Formally, the Mulliken partial charges of the atoms, in units of the elementary charge, are as follows: number 1, C, carries -0.9597; number 2, C, carries 0.2738; number 3, C, carries 0.3081; number 4, C, carries -0.3696; number 5, C, carries 0.0929; number 6, C, carries -0.7799; number 7, H, carries 0.2827; number 8, H, carries 0.2636; number 9, H, carries 0.1698; number 10, H, carries 0.1848; number 11, H, carries 0.2160; number 12, H, carries 0.3174